<1>
18
Properties=species:S:1:pos:R:3 method="wB97M-V/def2-TZVPD" charge=0 multiplicity=1 homo_lumo_gap_ev=9.6434 homo_energy_ev=-8.97 smiles="C[C@@H](CS)NC(N)=O"
C 2.027 0.000 -0.333
H -1.371 -1.321 1.639
H 0.501 1.512 0.200
H 2.773 1.856 0.155
C -0.379 -0.391 0.062
C -0.857 -0.429 1.498
H 3.941 0.712 -0.383
H -1.520 0.457 1.874
H -1.137 0.639 -1.708
N 2.996 0.985 -0.241
O 2.043 -1.162 -0.715
H -0.060 -0.194 2.230
C -1.584 0.118 -0.829
S -2.989 -0.859 -1.648
N 0.781 0.563 -0.072
H -3.158 -2.100 -1.044
H -2.045 0.904 -0.413
H 0.037 -1.291 -0.272



<2>
18
Properties=species:S:1:pos:R:3 method="wB97M-V/def2-TZVPD" charge=0 multiplicity=1 homo_lumo_gap_ev=10.0838 homo_energy_ev=-9.55 smiles="[H]/N=C(/CO)N(S)CC"
N -0.778 -0.012 -0.166
H -0.160 0.900 -1.933
C -0.608 1.194 -0.948
N 1.411 -0.854 -0.699
C 0.292 -0.940 -0.106
H -1.553 0.483 1.958
H -0.064 -1.873 1.801
H 1.204 1.951 0.077
C 0.093 -2.148 0.762
H 1.803 -2.561 0.120
O 1.188 -3.040 0.689
H -0.848 -2.674 0.443
H -0.337 2.608 0.673
H 1.567 -0.059 -1.293
H 0.340 3.238 -0.847
S -2.113 -0.118 0.848
H -1.604 1.594 -1.135
C 0.166 2.310 -0.245



Name the least stable of them. <2>.



<1>
9
Properties=species:S:1:pos:R:3 method="wB97M-V/def2-TZVPD" charge=0 multiplicity=1 homo_lumo_gap_ev="7.5736 / 5.5824" homo_energy_ev="-9.13 / -8.50"
O -0.253 -0.075 1.067
Br 4.809 -1.531 -0.594
O 2.197 -0.556 1.286
C 3.964 0.110 -0.067
Br 5.013 1.119 1.107
P 1.095 -0.520 0.322
Br 0.398 -2.859 0.066
Br 3.010 1.005 -1.324
H -0.904 -0.099 0.365



<2>
9
Properties=species:S:1:pos:R:3 method="wB97M-V/def2-TZVPD" charge=0 multiplicity=1 homo_lumo_gap_ev=9.6784 homo_energy_ev=-10.21
Br 1.694 2.411 0.006
H 2.183 -0.718 0.235
O 0.007 -0.166 0.534
Br -1.990 1.137 -0.782
Br -1.760 -2.042 -0.704
O 2.341 -0.381 -0.703
Br -2.246 -0.355 2.052
C -1.326 -0.327 0.358
P 1.097 0.442 -0.996



Name the least stable of them. <1>.



<1>
8
Properties=species:S:1:pos:R:3 method="wB97M-V/def2-TZVPD" charge=-1 multiplicity=1 homo_lumo_gap_ev="5.4213 / 4.3820" homo_energy_ev="-3.48 / -2.93"
C -0.137 0.652 -1.142
O 2.029 0.540 -0.960
O 0.724 -1.325 -1.245
N 0.948 -0.071 -1.131
N -1.887 -0.879 2.087
N 0.269 -0.146 1.627
N -0.790 -0.474 1.861
N -1.160 1.204 -1.039



<2>
8
Properties=species:S:1:pos:R:3 method="wB97M-V/def2-TZVPD" charge=-1 multiplicity=1 homo_lumo_gap_ev=8.7417 homo_energy_ev=-5.22
N -0.606 1.760 1.232
O 0.192 -1.146 -0.580
C -0.243 0.084 0.044
O 1.922 -2.269 -1.334
N -1.519 0.439 -0.159
N 0.381 0.918 0.943
N -1.674 1.471 0.620
N 1.545 -1.257 -0.767



<3>
8
Properties=species:S:1:pos:R:3 method="wB97M-V/def2-TZVPD" charge=-1 multiplicity=1 homo_lumo_gap_ev="8.3202 / 5.9756" homo_energy_ev="-4.83 / -4.73"
N 1.849 -1.359 0.751
C 0.416 -0.350 -0.216
N 0.917 -1.070 -1.211
O -1.884 2.721 0.459
N -1.617 1.632 0.028
N 1.765 -1.811 -0.524
O -2.364 0.713 -0.261
N 0.919 -0.475 0.974



Name the least stable of them. <3>.



<1>
168
Properties=species:S:1:pos:R:3 method="wB97M-V/def2-TZVPD" charge=0 multiplicity=1 homo_lumo_gap_ev=8.5125 homo_energy_ev=-8.47
H 5.487 -3.985 -1.736
H 0.647 -0.899 -5.193
C 0.659 3.651 -5.776
H 5.315 3.725 0.388
H 2.560 3.213 -1.993
H 0.629 2.683 -6.276
H 1.065 -1.893 -0.187
H -0.351 3.971 -5.482
H 0.865 -5.569 -7.411
H 1.755 -5.817 -5.994
H 1.862 4.517 -4.477
H -3.980 -3.156 -0.354
O 3.536 -0.067 -2.236
H -2.024 3.459 2.927
H 1.955 3.687 0.478
H -5.686 5.928 6.464
C 3.618 -1.241 -3.035
O -2.370 -1.484 -3.032
O -8.001 4.119 4.280
H 3.640 1.750 -0.306
H 0.523 4.913 -7.570
C 1.760 -4.730 -1.267
H -7.083 0.804 5.213
C -4.195 2.966 4.385
H -4.344 -3.717 1.012
C 1.524 3.541 -2.120
C 4.531 0.016 -1.233
C -2.290 -0.091 0.055
O -4.468 -2.948 0.448
H 5.971 -5.114 -5.183
H -6.637 0.477 8.999
C 6.310 -4.999 -4.143
H 2.120 4.232 -7.203
N 5.170 -5.317 -3.320
H 1.436 -5.149 -0.309
N -4.043 -0.752 5.271
O -6.391 2.571 1.863
H 7.984 3.175 4.221
N 5.768 1.768 -0.050
H -4.353 -1.358 -3.725
H 4.789 -6.228 -3.522
H 6.864 4.087 2.127
C -2.755 -4.629 4.569
H 2.088 -0.850 0.822
O -6.222 0.447 6.956
H 6.687 -3.981 -4.074
H 8.026 -5.962 -3.143
H -2.949 -0.619 -5.366
C 1.223 4.680 -6.765
C 5.310 -5.051 -1.898
H 1.096 7.520 -5.149
O 6.927 2.112 2.774
C 1.420 -5.001 -6.656
C -2.197 -2.444 5.108
H 4.753 2.496 1.619
H 1.555 4.644 -2.151
H -1.189 2.176 1.243
H -5.010 -0.737 3.083
C -2.237 1.909 1.432
H 6.190 0.944 0.356
C -2.649 -1.014 4.910
H -2.622 -1.133 0.076
C 0.862 3.118 -3.422
O 3.109 -4.369 -1.314
H 5.502 -0.153 -1.719
C 6.836 3.061 1.741
H 3.654 -6.375 -1.276
O 0.608 -4.089 -5.960
H -4.193 -2.167 -2.195
H 2.858 -1.141 -3.802
H -1.684 -4.885 4.591
H -8.939 4.307 4.386
H 6.140 -5.640 -1.482
H -1.943 -0.263 5.300
H -0.569 -0.630 -1.214
C 5.559 2.823 0.951
H -2.167 0.597 -3.288
C 4.061 -5.366 -1.099
C -0.833 -0.009 -0.356
H -7.592 4.476 5.080
H 2.074 -2.610 -5.844
H -0.717 -0.565 -3.396
C 4.579 1.482 -0.825
H -1.152 -2.479 4.765
N 1.553 3.557 -4.614
H 0.243 -2.302 -4.228
O 1.721 5.842 -6.125
H 0.336 3.352 0.905
H -4.108 -2.084 6.990
H 9.517 -6.502 -6.607
C 0.923 3.835 0.129
H 1.614 -0.252 -0.751
O -6.574 5.884 6.083
O -7.309 1.178 4.358
H -3.144 -5.005 5.528
H 4.316 -0.633 -0.381
H 7.643 2.954 1.002
H 0.680 2.037 -3.450
N -1.238 -1.770 -5.677
H 1.182 -3.808 -1.380
H -3.906 -0.336 7.331
H -3.995 -0.435 -2.319
H 4.603 -1.229 -3.534
C 8.077 2.294 3.574
C -3.747 -1.388 -2.806
H -6.414 -1.412 6.072
C 8.700 -6.787 -5.943
H 9.017 -7.711 -5.442
C -4.367 -1.081 6.660
H -0.584 1.028 -0.610
H 8.975 2.439 2.965
H -3.184 -5.267 3.795
H 0.646 7.462 -6.871
H -6.700 6.715 5.618
H 7.847 -7.063 -6.579
H -3.712 2.465 5.237
H -2.183 -2.767 6.155
H -2.583 -0.819 3.830
H 8.163 1.397 4.183
C -5.867 -0.921 6.887
H -4.225 0.238 5.150
H -1.640 4.251 6.082
H -8.047 0.211 7.914
C 7.457 -6.011 -4.083
C 0.767 6.869 -5.956
H -1.489 0.270 -5.809
H -2.808 2.475 0.695
O 8.427 -5.718 -5.085
H 7.085 -7.040 -4.139
O -4.214 4.938 7.555
H -2.069 1.818 3.604
H -5.274 2.876 4.492
C 1.276 -0.857 0.093
H -2.921 0.371 -0.704
H 4.382 -5.479 -0.050
O -1.915 3.624 6.760
H 1.446 -5.342 -2.120
H 3.629 -2.148 -2.425
H -3.384 5.015 7.073
H -0.162 3.524 -3.322
C -1.876 -0.530 -5.175
H -6.603 3.491 1.677
O 0.704 3.106 -1.066
H -1.661 0.019 1.854
H -5.477 2.594 2.194
N -2.465 0.469 1.419
C 0.160 -1.883 -5.237
H -7.631 2.068 4.554
H 4.487 2.101 -1.723
C 1.026 -2.733 -6.144
O 0.111 -0.310 0.687
H -6.145 -1.505 7.774
H 2.334 -4.553 -7.045
C -1.748 -0.337 -3.658
H 0.929 -2.488 -7.206
H 0.688 4.889 -0.028
C -7.106 0.743 8.049
H -4.638 0.124 1.880
O -3.015 -3.285 4.331
O -5.368 -0.076 2.479
O -3.872 2.541 3.097
H -7.195 1.827 8.000
C -2.486 2.464 2.818
H -1.703 -2.488 -5.123
H -0.229 6.468 -5.735
H -3.927 4.028 4.529
H -1.117 3.121 6.950
H -4.266 4.003 7.771



<2>
168
Properties=species:S:1:pos:R:3 method="wB97M-V/def2-TZVPD" charge=0 multiplicity=1 homo_lumo_gap_ev=8.5739 homo_energy_ev=-8.28
C -8.862 -8.888 -9.278
H 1.205 1.549 0.607
H 9.460 9.523 -3.838
H -7.152 -9.039 -7.734
H 0.382 -7.124 0.797
C 1.435 -9.071 -3.661
H 8.688 7.859 -3.715
H 8.693 -0.251 -2.002
H 1.771 6.055 -6.936
H 1.316 -0.839 -0.251
H -9.957 2.356 4.724
H -9.252 -2.161 -1.272
H -1.128 -1.845 -1.430
H -9.060 -0.824 -2.294
O -8.515 1.437 3.654
H -2.340 2.988 -12.524
H -5.715 -6.055 -7.242
C 2.062 8.186 7.144
N -6.697 -0.847 3.160
H -10.555 -10.286 -10.407
H 1.383 7.344 -6.242
H -3.676 -0.071 -4.670
H 6.742 7.678 1.652
H 1.175 8.538 13.053
O 2.461 5.534 12.477
H -3.146 1.658 -4.645
H -0.142 3.156 -0.523
H 1.883 9.836 11.404
H 2.168 7.219 6.652
H 0.844 9.637 9.204
C -4.622 -7.194 -8.769
N 8.367 7.658 0.456
C 1.055 0.065 -0.802
H 1.100 3.920 12.193
H -4.660 -8.199 -9.189
H 9.709 8.366 -1.551
C -4.125 -5.034 -9.713
H -7.581 -2.132 0.984
H 0.818 -8.890 -4.541
H -9.204 0.359 5.155
H 2.183 -7.434 1.083
H -7.085 -6.648 -9.246
H -0.637 -10.331 1.035
H 2.427 10.013 8.887
O -2.971 3.121 -11.816
O 1.238 6.843 -7.045
H -3.036 -5.023 -9.735
H 3.303 9.190 10.965
H -5.860 -0.533 1.298
O 1.728 2.397 -1.286
C 0.684 3.305 -1.218
H 10.385 5.240 4.637
O 8.408 -2.181 1.984
H 8.255 -1.562 1.270
C -5.770 -7.026 -7.734
N -0.462 0.198 -1.070
H 8.922 9.633 0.674
H -2.822 0.126 -2.286
H -0.011 -11.731 -0.640
C 2.243 9.023 10.773
H -9.149 -8.469 -10.243
C 1.487 6.438 13.072
O 7.371 4.629 -2.686
C -2.079 -0.474 -2.811
H -1.365 -0.839 2.673
H 0.257 3.460 -2.209
C -9.189 2.673 4.019
H -2.400 -1.575 3.497
H 2.732 -6.933 -4.627
H -10.073 -0.650 -0.821
C 1.880 7.809 12.651
C 9.066 9.224 -1.353
H 2.603 -6.027 -3.160
O 1.795 -0.368 6.270
H 2.901 8.036 12.958
H 9.366 7.567 0.571
C 1.669 1.363 -0.362
H 2.531 -0.813 5.850
C 0.745 -10.964 -0.472
O -1.638 0.233 -4.003
H 7.365 9.464 -0.155
C -6.840 -0.350 1.739
H -2.685 -1.344 -3.066
H 2.690 1.041 -0.157
H 1.716 6.448 14.138
H 2.232 6.954 10.845
H 2.310 -9.561 -4.087
H -8.650 -1.487 3.482
H -5.591 -7.755 -6.943
H 7.495 5.435 -2.186
H 9.234 -2.608 1.758
C 8.555 8.939 -3.668
H 2.285 3.889 13.502
H -2.602 3.836 -11.298
C 1.836 9.193 9.295
H 1.458 -7.848 -0.444
C -0.875 -0.898 -1.907
H -10.983 -10.757 -8.777
H 1.122 8.561 6.739
O 0.967 -9.127 1.077
C 8.353 9.021 -0.026
N -7.054 -7.163 -8.378
H 7.975 5.347 1.864
C -0.001 -9.821 0.312
N 1.462 -10.330 -1.592
H -8.466 3.385 4.417
N 1.805 7.771 11.258
H -7.706 -1.610 4.857
C 0.695 -10.131 -2.813
H 5.806 -2.869 5.293
C -10.223 -10.871 -9.549
H -0.402 0.962 -1.727
H -4.585 -4.623 -8.815
C 2.797 -7.029 -3.543
H -9.644 -8.552 -8.597
H -3.703 -7.172 -8.183
C 7.818 7.569 1.790
O -4.571 -6.315 -9.899
H 9.634 10.153 -1.319
H 10.844 4.698 2.893
H 0.426 6.237 12.926
H 2.785 8.962 6.895
H -9.582 3.209 3.154
H -10.196 -11.950 -9.699
H -0.146 -1.133 -2.682
H 1.727 -9.382 -1.366
O 8.051 9.239 -2.370
O 9.548 6.274 2.997
O -7.924 -0.650 -0.558
O -1.629 -1.014 3.576
C 8.290 6.223 2.431
H 7.902 9.331 -4.448
C -7.906 -0.918 4.039
O 1.674 -7.726 -3.039
H 1.629 -0.192 -1.692
C 10.098 5.056 3.602
O -8.928 -10.328 -9.153
H 1.451 -11.425 0.218
H 8.095 8.369 2.477
H -7.443 0.799 5.255
O 2.142 7.952 8.524
C 1.250 -7.760 0.622
H -0.576 -9.186 -0.361
O 8.248 0.438 -1.509
H 2.844 3.602 11.831
H 0.842 -11.024 -3.420
H 3.699 -7.474 -3.124
H -8.764 -0.921 1.419
C -9.161 -1.076 -1.239
C -8.270 0.501 4.611
H 1.124 -0.318 5.589
H -7.054 0.718 1.705
C 2.134 4.146 12.453
H -6.639 -8.902 -9.373
H -0.379 -9.949 -2.770
H -2.629 0.647 -5.889
H 1.180 4.215 -0.881
H 5.806 -2.259 3.907
C -7.403 -8.555 -8.678
C -2.850 0.624 -4.822
H 7.598 6.174 3.272
H -4.275 -4.306 -10.510
H 8.344 1.221 -2.050
H -6.117 -0.243 3.725
C -7.860 -1.089 0.834
H 6.509 4.310 -2.418
H 9.256 4.381 3.755
O 5.245 -2.408 4.668



Name the least stable of them. <2>.